[1]
C31H49BrFN7OPSiTi | ωB97M-V/def2-TZVPD

Total charge: -1
Frontier orbital gap (eV): 6.8
Maximum force (eV/A): 0.306
Highest occupied orbital energy (eV): -4.40
Relative energy (zero: lowest compared OMol25 entry of this formula, charge and spin) (kJ/mol): 27.0
E (eV): -158471.449

XYZ file:
```
93
Properties=species:S:1:pos:R:3:forces:R:3
Ti -1.110 -1.224 -0.739 0.080 0.053 0.290
C -2.040 -5.459 -1.691 0.026 0.005 -0.038
Si -0.897 -4.188 -2.479 -0.095 -0.074 0.061
C 0.476 -5.059 -3.454 -0.002 0.023 -0.012
C -1.900 -3.325 -3.809 -0.022 0.005 0.013
N -0.230 -3.107 -1.301 0.096 0.130 -0.153
C 0.877 -3.497 -0.592 -0.056 -0.006 0.016
C 1.293 -4.814 -0.322 0.024 -0.034 0.041
C 2.444 -5.093 0.405 -0.028 -0.032 -0.028
C 3.241 -4.081 0.915 -0.005 0.041 0.001
C 2.855 -2.760 0.692 0.010 -0.028 0.010
C 1.718 -2.525 -0.033 -0.015 0.015 0.051
F 1.322 -1.227 -0.231 0.198 0.024 -0.058
H -2.552 -6.064 -2.445 0.011 0.007 -0.010
H -2.792 -4.913 -1.116 0.002 -0.026 0.004
H -1.521 -6.135 -1.008 0.007 0.007 0.008
H 0.723 -4.457 -4.333 0.012 0.004 0.007
H 0.139 -6.037 -3.809 -0.006 0.007 -0.006
H 1.391 -5.204 -2.881 0.009 -0.018 -0.009
H -2.068 -4.056 -4.607 -0.039 -0.016 0.027
H -1.368 -2.481 -4.251 0.039 0.005 -0.016
H -2.866 -2.977 -3.442 0.020 0.034 -0.001
H 0.683 -5.636 -0.673 -0.006 -0.002 0.012
H 2.708 -6.128 0.587 -0.002 0.002 0.001
H 4.127 -4.304 1.494 0.002 0.003 -0.002
H 3.417 -1.922 1.084 0.002 0.003 -0.002
C 0.997 0.374 -5.922 -0.016 -0.009 0.027
C 0.090 0.155 -4.740 0.130 -0.011 -0.059
C -1.280 0.450 -4.811 -0.084 -0.004 0.048
C -2.123 0.182 -3.752 0.074 0.022 -0.111
C -1.559 -0.346 -2.591 -0.005 -0.086 0.153
Br -3.545 -1.962 -0.746 -0.128 0.063 0.007
N -0.263 -0.560 -2.533 -0.041 -0.048 -0.102
C 0.569 -0.371 -3.557 -0.066 0.116 0.001
H 0.769 1.316 -6.423 0.005 0.004 0.001
H 0.882 -0.426 -6.656 -0.001 0.005 -0.009
H 2.043 0.396 -5.616 -0.001 -0.009 0.002
H -1.674 0.875 -5.730 0.000 -0.007 -0.002
H -3.188 0.360 -3.821 -0.011 0.000 0.020
H 1.612 -0.637 -3.413 0.009 0.020 -0.024
O -0.408 -3.108 3.238 0.060 0.119 -0.025
C -0.717 -2.606 2.189 -0.186 -0.230 0.078
N -1.043 -2.097 1.176 0.092 -0.002 0.052
N -0.920 0.423 0.079 0.121 -0.059 -0.251
P -0.263 1.438 1.034 -0.185 0.136 0.071
N -1.376 2.624 1.416 -0.037 -0.025 0.003
C -0.980 3.830 2.129 -0.008 0.007 -0.008
C -2.216 4.602 2.603 -0.001 0.005 0.004
C -3.307 3.625 3.025 0.012 -0.003 0.008
C -3.790 2.822 1.806 -0.016 0.006 -0.003
C -2.675 2.687 0.761 0.016 0.035 -0.010
N 1.102 2.154 0.383 0.060 -0.102 0.032
C 2.128 2.868 1.119 -0.006 0.036 -0.016
C 2.289 4.310 0.593 0.005 0.007 0.012
C 1.724 4.429 -0.823 -0.008 0.006 -0.013
C 2.098 3.189 -1.627 -0.025 0.002 -0.019
C 1.436 1.936 -1.021 0.013 0.031 0.018
N 0.285 0.998 2.555 0.032 -0.150 -0.073
C -0.731 0.592 3.538 0.012 -0.001 -0.006
C -0.149 0.657 4.944 -0.004 0.008 0.016
C 1.093 -0.223 5.055 -0.008 0.016 0.007
C 2.102 0.163 3.977 0.018 0.012 0.005
C 1.452 0.101 2.603 -0.034 0.054 0.044
H -0.356 4.482 1.500 -0.014 -0.014 0.011
H -0.375 3.538 2.994 -0.010 0.005 0.000
H -2.592 5.239 1.796 -0.001 0.003 0.004
H -1.931 5.267 3.421 0.003 -0.002 0.003
H -4.141 4.147 3.499 0.000 0.013 -0.014
H -2.894 2.951 3.780 -0.008 -0.004 0.003
H -4.645 3.321 1.343 -0.012 -0.014 0.006
H -4.127 1.831 2.115 0.021 -0.006 0.001
H -2.704 3.541 0.068 0.012 0.004 0.000
H -2.797 1.784 0.167 -0.011 0.000 -0.003
H 3.083 2.332 1.017 -0.006 -0.001 -0.014
H 1.878 2.861 2.179 0.009 -0.001 0.004
H 3.351 4.573 0.589 -0.001 0.005 0.002
H 1.791 5.021 1.258 0.005 -0.011 -0.002
H 2.091 5.337 -1.306 0.000 -0.004 -0.003
H 0.634 4.506 -0.781 -0.002 0.002 0.006
H 3.188 3.082 -1.630 -0.001 0.002 0.025
H 1.791 3.292 -2.669 0.020 -0.017 -0.003
H 2.100 1.069 -1.124 -0.001 -0.019 -0.015
H 0.516 1.695 -1.547 -0.033 0.005 -0.023
H -1.078 -0.426 3.327 0.010 0.027 -0.009
H -1.587 1.256 3.442 -0.010 0.000 0.000
H -0.912 0.336 5.658 0.008 0.001 0.001
H 0.108 1.697 5.178 0.000 -0.004 -0.003
H 0.801 -1.267 4.908 0.000 -0.005 -0.008
H 1.539 -0.138 6.049 -0.005 -0.006 0.000
H 2.962 -0.512 3.995 -0.001 -0.005 0.006
H 2.474 1.179 4.156 -0.005 -0.009 -0.003
H 1.144 -0.928 2.394 -0.028 -0.051 -0.019
H 2.156 0.390 1.825 0.013 0.013 -0.036
```
Positions in Å, forces in eV/Å.


[2]
C31H49IrNP2Si | ωB97M-V/def2-TZVPD

Total charge: +1
Frontier orbital gap (alpha / beta) (eV): 4.7 / 5.0
Maximum force (eV/A): 5.177
Highest occupied orbital energy (alpha / beta) (eV): -9.86 / -10.00
E (eV): -63720.176

XYZ file:
```
85
Properties=species:S:1:pos:R:3:forces:R:3
Ir -0.009 -0.132 -1.092 0.742 -1.583 3.456
C -3.724 0.916 -1.229 0.248 -0.048 -0.026
C -3.555 -0.501 -1.776 0.202 -0.099 -0.017
C -4.884 -1.252 -1.794 0.183 -0.043 -0.035
P -2.111 -1.333 -0.914 -2.017 1.309 0.586
C -2.439 -3.161 -1.102 0.887 0.114 -0.339
C -1.471 -3.943 -0.223 -0.110 0.075 0.115
C -2.297 -3.574 -2.565 -0.144 0.092 0.028
C -2.361 -1.042 0.882 0.675 -0.044 0.201
C -3.586 -0.991 1.524 0.017 -0.029 0.253
C -3.701 -0.607 2.858 0.254 0.004 -0.094
C -5.030 -0.527 3.534 -0.063 0.074 0.070
C -2.542 -0.245 3.548 -0.317 -0.168 -0.188
C -1.307 -0.334 2.953 0.331 0.062 -0.553
C -1.183 -0.776 1.626 -2.116 0.317 0.524
N 0.020 -0.916 1.009 -0.516 0.936 -5.066
C 1.141 -1.360 1.609 2.531 -0.546 0.452
C 1.142 -2.047 2.845 -0.458 0.390 -0.538
C 2.320 -2.420 3.442 0.533 0.070 -0.324
C 3.556 -2.165 2.838 -0.280 0.147 -0.060
C 4.828 -2.496 3.547 0.133 -0.230 -0.058
C 3.556 -1.610 1.560 -0.002 0.013 0.329
C 2.384 -1.220 0.935 -1.129 -0.226 0.123
P 2.353 -0.537 -0.759 1.101 1.585 1.099
C 3.476 -1.723 -1.698 -0.708 -0.120 -0.411
C 4.930 -1.295 -1.872 -0.122 0.136 0.265
C 2.829 -1.983 -3.058 -0.069 -0.127 0.046
C 3.288 1.058 -0.515 0.008 -0.137 -0.078
C 3.285 1.901 -1.785 -0.053 -0.202 -0.117
C 2.647 1.833 0.633 -0.085 -0.242 0.059
H -4.391 1.484 -1.873 -0.061 0.037 -0.063
H -2.764 1.433 -1.188 -0.045 0.108 0.022
H -4.145 0.901 -0.226 -0.049 0.028 0.050
H -3.206 -0.418 -2.815 0.032 -0.037 0.131
H -5.294 -1.385 -0.798 -0.092 -0.014 0.090
H -4.803 -2.228 -2.262 -0.054 -0.103 -0.046
H -5.603 -0.669 -2.366 -0.071 0.036 -0.050
H -3.465 -3.341 -0.757 0.099 0.337 0.009
H -0.438 -3.737 -0.504 0.116 -0.037 -0.004
H -1.650 -5.009 -0.334 0.003 -0.116 -0.014
H -1.604 -3.683 0.825 0.076 -0.020 0.108
H -1.274 -3.436 -2.908 0.126 -0.001 -0.034
H -2.951 -3.002 -3.219 -0.043 0.034 -0.099
H -2.551 -4.626 -2.680 -0.004 -0.087 -0.006
H -4.485 -1.255 0.991 -0.114 0.032 -0.064
H -5.813 -0.966 2.923 -0.093 -0.024 0.004
H -5.283 0.516 3.725 -0.108 0.018 0.030
H -5.001 -1.038 4.495 -0.081 -0.034 0.035
H -2.618 0.110 4.565 -0.014 0.037 0.141
H -0.417 -0.022 3.479 0.041 -0.043 0.120
H 0.201 -2.282 3.317 -0.028 0.027 0.086
H 2.292 -2.927 4.395 -0.009 -0.021 0.115
H 4.709 -2.377 4.622 0.082 0.028 0.027
H 5.646 -1.865 3.206 0.053 0.036 0.052
H 5.110 -3.532 3.358 0.085 -0.075 0.047
H 4.500 -1.467 1.053 0.131 0.003 -0.013
H 3.450 -2.652 -1.113 -0.107 0.260 -0.015
H 5.014 -0.393 -2.474 0.023 0.078 -0.027
H 5.470 -2.089 -2.389 -0.038 -0.049 -0.015
H 5.427 -1.125 -0.920 0.093 0.033 0.015
H 2.875 -1.094 -3.686 -0.026 0.075 -0.079
H 1.781 -2.263 -2.941 -0.045 -0.046 -0.108
H 3.340 -2.791 -3.576 0.069 -0.056 -0.081
H 4.316 0.793 -0.244 -0.092 -0.035 -0.032
H 2.278 2.262 -1.990 -0.044 0.004 -0.054
H 3.637 1.340 -2.651 0.023 0.034 -0.118
H 3.934 2.765 -1.660 0.088 0.072 0.028
H 1.575 1.962 0.462 0.111 0.092 0.025
H 3.107 2.815 0.699 0.042 0.169 0.023
H 2.786 1.322 1.581 0.022 0.009 0.140
C 0.101 5.153 0.905 -0.203 -0.066 -0.712
Si -0.368 4.936 -0.934 0.023 0.255 0.145
C -2.127 5.557 -1.306 0.741 -0.199 0.146
C 0.954 5.692 -2.081 -0.550 -0.272 0.428
C -0.354 3.089 -1.180 0.047 -0.218 -0.087
C -0.254 1.872 -1.252 0.261 -1.828 0.028
H 0.118 6.193 1.214 -0.027 0.220 -0.046
H 1.084 4.735 1.104 0.179 -0.081 -0.058
H -0.607 4.630 1.541 -0.181 -0.103 0.071
H -2.192 6.633 -1.188 0.019 0.241 0.035
H -2.852 5.106 -0.635 -0.051 -0.120 0.166
H -2.428 5.317 -2.321 0.036 -0.065 -0.207
H 0.959 6.778 -2.020 -0.058 0.134 0.067
H 0.775 5.422 -3.119 -0.074 -0.069 -0.139
H 1.949 5.343 -1.813 0.082 -0.096 0.085
```
Positions in Å, forces in eV/Å.


[3]
C31H49NO2P2S2Y | ωB97M-V/def2-TZVPD

Total charge: +1
Frontier orbital gap (alpha / beta) (eV): 6.5 / 4.4
Maximum force (eV/A): 4.427
Highest occupied orbital energy (alpha / beta) (eV): -10.15 / -8.55
E (eV): -79806.536

XYZ file:
```
88
Properties=species:S:1:pos:R:3:forces:R:3
Y -0.137 -0.357 -1.926 1.649 2.768 3.036
C 1.344 -2.581 -0.821 -1.277 1.035 -1.904
C 0.263 -2.564 0.212 -0.142 -0.339 0.247
C -0.746 -2.534 -1.927 -0.524 -0.303 0.847
C 0.730 -2.483 -2.089 0.719 -0.784 0.933
C -1.036 -2.574 -0.549 0.637 1.154 -1.481
C 2.785 -2.452 -0.473 0.581 -0.186 0.317
H 2.884 -2.281 0.608 -0.044 0.027 -0.326
H 3.256 -1.592 -0.979 -0.138 -0.390 0.075
H 3.376 -3.363 -0.698 -0.427 0.407 -0.096
C 1.391 -1.943 -3.330 0.257 -0.580 -0.563
H 2.450 -2.238 -3.314 -0.271 0.383 -0.132
H 1.432 -0.785 -3.470 0.099 -1.082 0.163
H 0.949 -2.359 -4.247 0.120 0.208 0.221
C -1.679 -1.914 -2.940 0.133 -0.994 -0.472
H -1.431 -2.219 -3.957 -0.278 -0.165 -0.047
H -1.757 -0.744 -3.014 -0.627 -0.966 0.032
H -2.704 -2.155 -2.675 -0.172 -0.008 -0.328
C -2.318 -2.286 0.161 -0.724 -0.044 0.266
H -2.371 -2.862 1.102 -0.090 0.084 -0.458
H -3.222 -2.495 -0.440 0.484 -0.027 0.244
H -2.360 -1.222 0.488 0.106 -0.639 -0.252
C 0.394 -3.566 1.330 0.001 -0.217 -0.302
H 0.366 -4.550 0.844 0.027 -0.079 0.407
H -0.450 -3.473 2.018 0.221 -0.052 0.046
H 1.334 -3.432 1.869 -0.235 -0.082 0.011
C 1.163 2.572 0.884 0.465 -1.086 0.566
C 1.734 1.716 1.756 -0.384 1.046 -0.962
C 1.375 1.569 3.200 0.314 -0.227 0.312
C -0.104 1.773 3.607 0.632 0.377 0.659
C -1.124 1.147 2.739 -1.298 0.514 -1.223
C -1.717 1.710 1.661 0.551 -0.834 1.319
C -1.385 3.017 1.035 0.234 0.789 -0.141
C 0.075 3.537 1.178 -0.636 0.695 -0.191
H 1.974 2.300 3.764 -0.069 -0.286 0.014
H -0.286 2.853 3.712 -0.079 -0.420 0.079
H 1.727 0.576 3.530 -0.186 0.356 -0.105
H 0.216 4.024 2.152 -0.036 -0.190 -0.286
H 1.500 2.608 -0.150 0.331 -0.190 0.001
H 2.580 1.124 1.416 -0.166 -0.022 -0.006
H 0.163 4.327 0.418 -0.023 0.086 0.366
H -1.629 2.955 -0.046 0.068 0.061 0.377
H -2.531 1.181 1.173 0.015 -0.206 0.069
H -2.032 3.818 1.446 0.079 -0.351 -0.293
H -0.226 1.317 4.607 0.146 0.410 -0.237
H -1.465 0.174 3.082 -0.099 -0.033 -0.283
P 3.751 0.988 -4.285 1.172 0.711 -0.725
C 4.966 0.188 -5.429 -0.106 -0.659 -0.046
H 5.765 0.888 -5.716 -0.322 -0.164 0.130
H 4.460 -0.164 -6.336 0.105 0.064 0.151
H 5.419 -0.687 -4.948 -0.005 0.137 -0.107
C 3.445 2.414 -5.415 -0.550 0.104 0.057
H 4.387 2.873 -5.748 -0.251 -0.161 0.118
H 2.838 3.165 -4.897 0.102 0.021 -0.146
H 2.879 2.073 -6.289 0.104 0.111 0.103
C 5.042 1.825 -3.262 -0.323 -0.145 0.442
H 5.785 2.321 -3.898 -0.194 -0.112 0.138
H 5.537 1.083 -2.629 0.019 0.149 -0.038
H 4.561 2.561 -2.611 0.167 -0.010 -0.010
P -4.031 0.564 -3.619 -1.645 0.538 -0.672
C -5.605 -0.305 -3.179 0.172 -0.382 0.437
H -6.476 0.193 -3.627 0.309 -0.097 0.084
H -5.726 -0.322 -2.091 -0.086 -0.021 -0.105
H -5.572 -1.344 -3.527 -0.042 0.122 0.047
C -4.697 2.256 -3.318 0.374 0.309 0.337
H -5.653 2.404 -3.842 0.305 -0.086 0.183
H -3.976 3.002 -3.668 -0.162 -0.023 0.046
H -4.844 2.413 -2.243 -0.012 0.045 -0.153
C -4.409 0.580 -5.427 0.530 -0.137 -0.425
H -5.375 1.070 -5.631 0.316 -0.203 0.150
H -4.437 -0.442 -5.824 0.001 0.176 0.063
H -3.621 1.118 -5.967 -0.169 -0.040 -0.012
O 2.539 1.242 6.065 -0.010 -1.004 0.223
S 2.591 -0.046 6.764 -0.371 0.988 0.866
O 3.080 -0.061 8.144 -0.348 -0.287 -0.932
N 1.926 -2.418 3.996 -1.153 0.813 1.579
C 1.234 -2.010 4.842 1.318 -1.046 -1.878
S 0.336 -0.783 0.758 0.187 0.064 -0.664
C 0.349 -1.529 5.852 -0.233 0.192 0.398
C -1.004 -1.906 5.852 0.424 -0.014 -0.051
C -1.851 -1.397 6.832 0.204 0.087 -0.029
C -1.353 -0.506 7.789 0.191 0.099 -0.074
C -0.007 -0.112 7.777 -0.205 -0.034 0.462
C 0.834 -0.659 6.834 0.250 0.247 -0.539
H -1.336 -2.611 5.082 -0.023 0.350 0.386
H -2.900 -1.690 6.831 0.272 0.104 0.104
H -2.007 -0.098 8.557 0.082 -0.102 -0.214
H 0.406 0.597 8.503 -0.336 -0.322 -0.202
```
Positions in Å, forces in eV/Å.